(1)
53
Properties=species:S:1:pos:R:3:forces:R:3:mulliken_spin:R:1 method="wB97M-V/def2-TZVPD" homo_energy_ev="-4.12 / -5.83" s_squared=2.01 spin_multiplicity=3 lumo_ev="2.4 / 2.0" total_charge=-1 homo_lumo_gap_ev="6.4859 / 7.8669"
Pt 1.168004 -0.021594 0.814347 -0.1 -0.2 0.0 0.47
C 2.684507 -3.049072 1.386459 0.0 0.0 0.0 0.02
P 1.253414 -2.271672 0.562273 0.1 0.1 0.0 0.15
C -0.106311 -3.414122 0.945509 0.0 0.0 0.0 0.04
C 1.584742 -2.597439 -1.211906 0.0 0.0 0.0 0.02
C 1.734953 -3.888224 -1.716166 0.0 0.0 0.0 -0.01
C 1.979801 -4.092977 -3.063162 0.0 0.0 0.0 0.00
C 2.075724 -3.004768 -3.922506 0.0 0.0 0.0 0.00
C 1.931051 -1.720073 -3.427789 0.0 0.0 0.0 0.00
C 1.687413 -1.505794 -2.072944 0.0 0.0 0.0 0.03
P 1.512365 0.171430 -1.354562 -0.1 0.1 0.0 0.16
C 3.094891 0.963558 -1.790391 0.0 0.0 0.0 0.01
C 0.322195 1.008737 -2.417970 0.0 0.0 0.0 0.02
H 2.758892 -4.114771 1.158868 0.0 0.0 0.0 0.00
H 2.576110 -2.911011 2.462667 0.0 0.0 0.0 0.00
H 3.595509 -2.541972 1.070803 0.0 0.0 0.0 0.00
H 0.152787 -4.442312 0.684262 0.0 0.0 0.0 0.01
H -0.997928 -3.090617 0.411938 0.0 0.0 0.0 0.00
H -0.317567 -3.350450 2.013244 0.0 0.0 0.0 0.00
H 1.656229 -4.742489 -1.053452 0.0 0.0 0.0 0.01
H 2.090640 -5.099293 -3.447293 0.0 0.0 0.0 0.00
H 2.258807 -3.161691 -4.978115 0.0 0.0 0.0 0.00
H 2.001257 -0.875490 -4.103386 0.0 0.0 0.0 0.00
H 3.263486 0.953595 -2.869482 0.0 0.0 0.0 0.00
H 3.915753 0.456288 -1.284638 0.0 0.0 0.0 0.00
H 3.043938 1.993652 -1.435878 0.0 0.0 0.0 0.00
H 0.582333 0.887636 -3.472016 0.0 0.0 0.0 0.01
H 0.344221 2.067330 -2.156209 0.0 0.0 0.0 -0.01
H -0.681404 0.625707 -2.199734 0.0 0.0 0.0 0.00
F -2.314880 -1.355446 0.716272 0.0 0.0 0.0 0.00
B -2.245539 -0.095645 0.132907 0.0 0.0 0.0 0.01
F -2.100258 0.842841 1.140845 0.0 0.0 0.0 0.00
F -2.858606 3.293241 3.504751 0.0 0.0 0.0 0.00
C -1.850480 3.333773 2.622493 0.0 0.0 0.0 -0.01
C -0.592226 3.123135 3.001433 0.0 0.0 0.0 0.01
N 0.462861 3.175346 2.115635 0.0 -0.1 -0.1 0.01
C 1.798887 2.902310 2.619552 0.1 0.0 0.0 -0.02
C 2.032780 1.453659 3.101709 0.0 0.1 0.0 0.03
O 3.061419 1.249877 3.725302 0.0 0.0 0.0 0.01
O 1.094233 0.611242 2.830863 0.1 -0.1 0.0 0.01
C 0.249413 3.341540 0.765451 0.0 0.2 0.1 -0.02
O 1.149865 3.342579 -0.060602 0.0 -0.1 0.0 0.01
N -1.058973 3.579575 0.413455 -0.1 -0.1 -0.1 0.01
C -2.186509 3.587690 1.229665 0.0 0.0 0.0 0.01
O -3.292013 3.817655 0.794430 0.0 0.0 0.0 0.00
H -0.339906 2.896106 4.027380 0.0 0.0 0.0 0.00
H 2.010036 3.571319 3.454488 0.0 0.0 0.0 0.00
H 2.506612 3.119948 1.823248 0.0 0.0 0.0 0.01
H -1.253611 3.593209 -0.583048 0.0 0.0 0.0 0.00
O -2.314593 0.141853 -1.126547 0.1 0.0 0.0 0.05
N -3.272361 2.284917 -1.816121 0.0 0.0 -0.1 0.46
O -4.295195 1.934480 -2.288350 0.0 0.0 0.0 0.26
O -2.384888 2.960660 -2.257237 0.0 0.0 0.0 0.23

(2)
13
Properties=species:S:1:pos:R:3:forces:R:3:nbo_charge:R:1 method="wB97M-V/def2-TZVPD" homo_energy_ev=-7.70 lumo_ev=0.8 homo_lumo_gap_ev=8.4969 smiles=Nc1ccc(O)[nH]1
N 0.582530 0.797135 2.099485 -0.1 -0.2 0.2 -0.84
C 0.391065 0.351472 0.771195 0.1 0.1 -0.3 0.24
C 0.966734 0.768646 -0.387439 0.0 0.1 0.2 -0.27
C 0.271742 0.148540 -1.487199 -0.1 -0.1 0.0 -0.40
C -0.700466 -0.630010 -0.932305 0.3 0.2 0.0 0.44
O -1.660767 -1.428677 -1.460778 0.1 0.0 -0.2 -0.67
N -0.659090 -0.519032 0.435968 0.1 -0.2 0.0 -0.57
H 0.901362 0.073234 2.738945 0.0 0.1 -0.2 0.36
H -0.282239 1.186716 2.472414 0.3 -0.1 -0.1 0.37
H 1.780116 1.477195 -0.453508 -0.2 0.0 0.0 0.22
H 0.452837 0.293580 -2.543253 0.0 0.0 0.1 0.22
H -1.649730 -1.310700 -2.418478 0.0 -0.1 0.1 0.49
H -0.771421 -1.353859 0.992504 -0.5 0.1 0.1 0.40

(3)
16
Properties=species:S:1:pos:R:3:forces:R:3:nbo_charge:R:1 method="wB97M-V/def2-TZVPD" homo_energy_ev=-7.98 lumo_ev=0.7 homo_lumo_gap_ev=8.6601
C -1.845682 0.460534 0.184476 0.1 0.1 0.0 -0.61
C -0.952370 -0.727940 -0.158988 0.1 0.0 -0.1 -0.42
C 0.401812 -0.794194 0.565725 -0.2 -0.5 0.3 -0.41
C 2.047155 -0.733528 -0.165067 -0.3 0.5 -0.2 -0.43
C 1.631637 0.566564 -0.037919 0.4 0.1 0.0 0.19
O 1.368505 1.354455 -1.115580 -0.3 0.2 0.0 -0.68
H -1.379980 1.397743 -0.133678 -0.1 0.0 0.1 0.20
H -2.029780 0.512732 1.264393 0.1 0.0 -0.2 0.20
H -2.821731 0.383675 -0.311181 0.2 0.0 0.1 0.21
H -1.478989 -1.651655 0.130967 0.1 0.2 -0.1 0.21
H -0.811382 -0.799510 -1.244210 0.1 0.1 0.1 0.21
H 0.336837 -0.532662 1.624621 0.2 0.1 -0.2 0.22
H 0.745569 -1.814090 0.537724 -0.5 -0.6 0.3 0.29
H 1.822977 -1.012996 -1.211211 0.3 -0.1 0.1 0.16
H 1.740695 1.127912 0.898169 -0.1 -0.1 -0.2 0.17
H 1.224722 2.262960 -0.828240 -0.1 0.1 0.0 0.48

(4)
16
Properties=species:S:1:pos:R:3:forces:R:3:nbo_charge:R:1 method="wB97M-V/def2-TZVPD" homo_energy_ev=-8.82 lumo_ev=0.9 homo_lumo_gap_ev=9.6993 smiles="Cl[SiH2][C@H]1C=CCC1"
C -1.672379 0.888763 -0.362483 4.5 -2.6 0.3 -0.16
C -1.301219 -0.370136 -0.013367 -1.4 0.4 0.2 -0.20
C -0.478166 1.679337 -0.861585 -1.8 0.6 -1.4 -0.45
C 0.668267 0.802546 -0.530969 2.6 -0.1 2.9 -0.39
C 0.174673 -0.601691 -0.061431 1.4 -1.3 -2.0 -0.69
Si 0.789390 -1.514996 1.464580 0.5 -0.6 -0.6 1.13
Cl -0.726775 -1.438112 2.807150 -0.3 0.1 1.1 -0.38
H -2.594539 1.263129 -0.339093 -3.7 1.3 0.2 0.20
H -1.980000 -1.108374 0.465234 0.4 0.6 -0.8 0.22
H -0.697875 1.952977 -1.932700 0.7 -0.7 0.5 0.21
H -0.313060 2.665238 -0.455680 -0.4 0.3 0.7 0.22
H 1.379154 0.629307 -1.288928 0.8 0.2 -1.1 0.22
H 1.272116 1.329174 0.344081 -1.1 -1.1 -1.6 0.20
H 0.628104 -1.484502 -0.870371 -1.8 2.3 1.7 0.22
H 2.131273 -1.176912 2.067316 -0.6 0.2 -0.2 -0.16
H 0.829160 -2.957117 1.058457 0.1 0.3 0.2 -0.18